10
Properties=species:S:1:pos:R:3 method="wB97M-V/def2-TZVPD" orbital_gap_ev=11.38 relative_energy_kcal_mol=0.0 e_homo_ev=-10.92
C -1.272 -0.016 -0.063
C 1.344 -0.071 0.063
N -1.381 1.065 -0.558
N 0.322 -0.949 -0.269
F -2.114 -0.893 0.413
F 0.916 0.782 0.963
F 1.679 0.758 -1.026
F 2.482 -0.710 0.488
H -2.093 1.755 -0.331
H 0.118 -1.721 0.318

---

9
Properties=species:S:1:pos:R:3 method="wB97M-V/def2-TZVPD" orbital_gap_ev=12.66 relative_energy_kcal_mol=13.9 e_homo_ev=-12.18 smiles="O=C(F)F.FCF"
O 2.194 -0.703 0.909
C 2.401 0.065 0.060
F 2.510 1.409 0.282
F 2.489 -0.183 -1.192
F -1.645 -1.263 -0.635
C -1.894 -0.056 0.048
F -2.906 -0.338 0.874
H -0.879 0.304 0.434
H -2.269 0.766 -0.781